1.
98
Properties=species:S:1:pos:R:3:forces:R:3 method="wB97M-V/def2-TZVPD" orbital_gap_ha="0.23099 / 0.20725" e_homo_ev="-2.62 / -2.66" e_tot_ha=-7935.62367 multiplicity=2 total_charge=-2
Hg -0.03586 0.16001 0.90241 0.1 0.0 0.2
Cl -7.54373 -1.15910 -0.12087 0.0 0.0 0.0
C -5.88940 -0.88417 -0.55005 0.1 0.2 -0.2
C -5.58685 -0.21119 -1.77438 -0.1 -0.1 0.3
Cl -6.88085 0.28384 -2.81215 0.0 0.0 0.0
C -4.28219 0.04577 -2.11957 -0.1 -0.1 0.0
Cl -3.90332 0.82920 -3.61822 0.0 0.0 0.1
C -3.15890 -0.32577 -1.27758 -0.4 -0.1 0.0
O -2.00921 0.01414 -1.52763 0.3 0.1 -0.2
C -3.46777 -1.12982 -0.04069 -0.3 0.1 -0.1
O -2.56487 -1.55837 0.67164 0.0 -0.1 0.1
C -4.87576 -1.31270 0.27498 0.0 -0.1 -0.1
Cl -5.22943 -2.18486 1.72788 0.0 0.1 0.0
F 6.44742 -0.16444 -5.84165 0.1 0.0 -0.1
C 5.36269 0.16588 -5.09421 -0.1 0.0 0.0
C 5.55149 0.68629 -3.83543 -0.1 0.1 0.2
C 4.42486 1.01453 -3.07911 -0.1 0.0 0.0
C 3.12800 0.81249 -3.55801 0.2 0.1 0.0
C 2.99812 0.29567 -4.85111 0.1 0.1 0.1
C 4.10761 -0.02689 -5.62777 -0.2 0.0 0.0
Sb 1.35211 1.29042 -2.35038 0.5 0.1 -0.4
C 0.89899 2.88594 -3.81529 -0.3 0.0 0.0
C 1.93425 3.72693 -4.23991 -0.2 0.0 -0.1
C 1.70245 4.79440 -5.10447 0.1 -0.1 0.1
C 0.41200 5.02266 -5.53637 0.1 0.0 0.1
F 0.17913 6.04879 -6.39289 0.0 0.2 -0.1
C -0.64915 4.25629 -5.11918 -0.1 -0.2 0.1
C -0.39526 3.19680 -4.24753 0.0 -0.1 0.1
C 0.35010 -0.36790 -3.28857 0.0 -0.1 0.0
C 0.60066 -1.61081 -2.69872 0.0 0.1 0.0
C 0.04016 -2.77256 -3.21948 0.1 0.1 0.2
C -0.77081 -2.66850 -4.32836 0.0 0.1 0.0
F -1.31682 -3.79853 -4.84516 -0.1 -0.1 -0.1
C -1.04716 -1.46449 -4.93714 0.0 0.2 0.0
C -0.47704 -0.30927 -4.40590 0.0 -0.1 0.1
H 6.55593 0.82469 -3.44872 -0.1 0.0 0.0
H 4.58091 1.44197 -2.09624 0.0 -0.1 0.0
H 2.01585 0.13950 -5.27507 -0.1 0.0 0.0
H 4.00199 -0.42472 -6.63137 0.0 0.0 0.1
H 2.94985 3.54946 -3.89872 0.0 0.0 -0.1
H 2.50637 5.43613 -5.44431 0.0 0.0 0.0
H -1.65086 4.48443 -5.46829 0.1 0.0 0.0
H -1.24070 2.60411 -3.89511 0.1 0.1 -0.1
H 1.23919 -1.67416 -1.81666 -0.1 0.0 -0.1
H 0.22034 -3.74281 -2.76993 0.0 0.1 0.0
H -1.70048 -1.43297 -5.80039 0.0 0.0 0.0
H -0.69740 0.64204 -4.87696 0.0 0.0 0.0
C 0.74671 2.21686 4.39509 0.1 0.1 0.1
N 2.11538 1.73504 4.41832 -0.4 0.0 -0.1
C 2.47917 0.42987 4.53761 0.2 0.4 0.0
Se 1.42650 -1.00047 4.92809 0.0 -0.1 0.0
N 3.83078 0.41198 4.36850 0.1 0.2 -0.1
C 4.32947 1.69540 4.15245 -0.1 -0.4 0.1
C 5.60361 2.18993 3.98206 0.3 0.2 0.3
C 5.73594 3.56762 3.81953 0.0 -0.1 0.3
C 4.62569 4.40826 3.82930 0.0 0.0 0.0
C 3.34496 3.90267 4.01677 -0.1 0.1 0.0
C 3.22651 2.53499 4.18327 -0.4 0.0 0.0
H 0.09187 1.38363 4.62149 0.0 -0.1 0.0
H 0.49623 2.59277 3.40917 0.0 0.0 -0.1
H 0.61275 3.00594 5.13850 0.0 0.0 0.0
H 4.32897 -0.45313 4.27974 0.1 -0.1 0.0
H 6.46759 1.53761 3.96289 -0.1 0.1 0.0
H 6.72108 3.98920 3.66065 -0.1 -0.1 0.0
H 4.75971 5.47303 3.67791 0.0 -0.1 0.0
H 2.47348 4.54587 4.02281 0.0 0.0 0.0
C -3.67812 1.54602 4.56061 -0.1 0.0 -0.1
C -3.19667 0.79054 3.32734 -0.2 0.2 -0.1
N -3.69026 1.34593 2.06265 0.2 0.2 0.2
C -3.06338 2.33820 1.37804 0.0 -0.2 -0.1
S -1.85767 3.29558 2.04727 -0.2 0.1 -0.1
N -3.49961 2.47787 0.09778 0.2 0.3 0.1
C -2.77290 3.21733 -0.94303 -0.2 0.0 0.2
C -3.12362 4.70119 -1.02124 -0.1 -0.1 0.0
H -3.32405 1.04145 5.46558 0.0 0.1 -0.1
H -4.77366 1.58678 4.58455 0.1 0.0 0.0
H -3.29399 2.56602 4.54968 0.0 0.0 0.0
H -3.54932 -0.23742 3.36372 0.0 -0.1 -0.1
H -2.11048 0.76706 3.29122 0.2 0.0 0.0
H -4.22319 0.70336 1.49890 -0.1 -0.1 0.0
H -4.09825 1.74010 -0.24309 0.0 0.1 0.0
H -3.02147 2.73673 -1.88687 0.0 -0.1 0.0
H -1.70629 3.08675 -0.77109 0.1 0.0 0.0
H -4.21138 4.83647 -1.05043 0.1 0.0 0.0
H -2.69135 5.13595 -1.93123 0.0 -0.1 0.2
H -2.73029 5.23142 -0.15645 0.0 0.0 0.0
F 7.66511 0.87952 2.14553 0.2 0.0 0.0
C 6.50683 0.58573 1.50311 0.1 0.1 0.0
C 6.15659 -0.71978 1.23111 -0.1 -0.2 0.0
F 6.98822 -1.70587 1.61382 0.1 -0.2 0.1
C 4.98656 -1.02022 0.57419 0.0 0.1 0.0
F 4.72892 -2.31090 0.31325 -0.1 -0.3 0.0
C 4.05534 -0.03831 0.12079 -0.1 -0.3 0.1
O 3.00670 -0.33099 -0.51455 0.0 0.1 -0.2
C 4.46070 1.28037 0.47053 0.0 -0.2 -0.1
F 3.68689 2.30880 0.08936 -0.3 0.4 -0.1
C 5.64239 1.58240 1.09897 0.2 -0.2 -0.1
F 5.97827 2.86058 1.30939 0.1 0.3 -0.4

***

2.
95
Properties=species:S:1:pos:R:3:forces:R:3 method="wB97M-V/def2-TZVPD" orbital_gap_ha="0.20451 / 0.20691" e_homo_ev="-15.61 / -15.85" e_tot_ha=-4144.96878 multiplicity=3 de_lowest_kj_mol=12.9 total_charge=+3
Mo -0.23394 0.07339 0.50771 0.0 -0.7 -0.9
S 1.69307 0.20910 -0.72236 -0.3 0.5 0.6
C 1.92874 1.95885 -0.46225 -0.8 -1.0 0.3
N 3.11230 2.39427 -0.86000 0.9 0.5 -0.4
N 3.66216 3.51550 -0.56037 -0.5 -0.5 -0.2
C 3.43023 4.42619 0.46912 -0.2 0.6 0.6
C 3.87958 5.74110 0.27915 0.0 -0.3 -0.2
C 3.66205 6.68256 1.26373 0.0 0.1 0.1
C 3.05695 6.31752 2.46104 0.0 0.0 -0.1
C 2.66820 4.99393 2.67671 0.0 0.0 -0.1
C 2.83818 4.05458 1.68664 0.2 -0.2 -0.2
N 0.91716 2.68011 -0.04273 0.1 0.8 0.1
N -0.22800 2.09187 0.19926 0.5 -0.1 -0.2
C -1.32043 3.00566 0.17932 -0.6 0.6 -0.1
C -1.15198 4.32450 -0.26731 0.2 -0.4 0.0
C -2.23075 5.18530 -0.32278 -0.1 0.0 0.0
C -3.49949 4.74900 0.03737 0.1 0.0 0.0
C -3.66869 3.45436 0.51106 -0.1 0.1 0.0
C -2.58962 2.59765 0.60896 0.3 -0.1 -0.2
H 4.42202 3.73670 -1.19856 0.2 0.0 0.1
H 4.36880 6.02094 -0.64687 0.0 0.0 0.0
H 3.97065 7.70653 1.10587 0.0 0.0 0.0
H 2.90429 7.05882 3.23398 0.0 0.0 0.0
H 2.23379 4.69814 3.62246 0.0 0.0 0.0
H 2.56765 3.02474 1.86799 -0.1 0.0 0.0
H -0.17556 4.65757 -0.58171 0.0 0.0 0.0
H -2.08367 6.20225 -0.65969 0.0 0.0 -0.1
H -4.34808 5.41351 -0.04951 0.0 0.0 0.0
H -4.65406 3.12107 0.80858 0.0 0.0 0.1
H -2.72639 1.61805 1.04348 -0.1 -0.1 0.0
C -5.14596 -1.34325 -0.61191 -0.3 0.3 0.0
N -4.03266 -2.22737 -0.28502 0.2 0.0 0.0
C -4.15480 -3.53784 0.11680 0.0 -0.2 0.1
C -2.91280 -4.02494 0.30598 -0.2 -0.1 0.0
N -2.02720 -2.99666 0.01593 -0.2 0.1 0.0
C -2.73710 -1.90435 -0.33961 0.1 -0.1 0.1
S -2.13431 -0.37683 -0.85606 0.1 0.3 0.0
C -0.61945 -3.16568 -0.00230 0.2 0.0 -0.1
C -0.13166 -4.34645 -0.53371 -0.1 0.0 0.0
C 1.22712 -4.60468 -0.47068 0.0 0.1 0.1
C 2.03286 -3.69291 0.19250 0.0 -0.1 -0.1
C 1.46649 -2.52857 0.66512 0.1 0.0 0.0
N 0.16041 -2.20889 0.53303 -0.1 -0.2 0.0
H -6.06276 -1.92507 -0.62432 0.0 -0.1 0.0
H -4.99944 -0.89606 -1.59267 0.0 0.0 0.0
H -5.23871 -0.55909 0.13865 0.1 0.0 0.0
H -5.10952 -4.01800 0.24732 0.0 0.1 0.0
H -2.59478 -4.99837 0.63553 0.1 0.0 0.0
H -0.81069 -5.04550 -1.00214 0.0 0.0 0.0
H 1.64245 -5.50111 -0.91089 0.0 0.0 0.0
H 3.09116 -3.87194 0.31905 0.0 0.1 0.0
H 2.08034 -1.80838 1.18076 0.0 0.1 0.0
F 5.88276 -2.31354 4.83965 -0.1 0.0 0.0
C 4.71433 -2.77337 5.29182 0.0 -0.1 0.0
F 4.73430 -2.76273 6.62457 0.0 0.0 -0.1
F 4.58613 -4.05089 4.88641 0.0 0.1 0.1
C 3.55060 -1.96646 4.75476 0.0 0.0 0.0
C 3.73413 -1.10471 3.68333 0.0 0.0 0.0
C 2.63603 -0.45013 3.15038 -0.1 0.1 0.0
C 1.36460 -0.65968 3.68629 -0.1 0.0 -0.3
C 1.19820 -1.49555 4.78989 0.0 0.0 0.0
C 2.29592 -2.15216 5.32116 0.1 0.0 0.0
P -0.00670 0.26764 2.95010 0.1 0.0 1.3
C -1.56236 -0.62392 3.27734 0.1 0.0 -0.2
C -2.74331 0.10031 3.45692 0.0 0.1 0.0
C -3.94454 -0.56466 3.64258 0.0 -0.1 0.0
C -3.96394 -1.95194 3.65078 0.0 -0.1 0.0
C -2.79341 -2.68432 3.48869 0.0 0.1 0.0
C -1.59577 -2.02271 3.28298 0.0 0.0 0.0
C -5.27461 -2.68344 3.85321 -0.1 -0.1 -0.2
F -5.51635 -2.91158 5.13644 0.0 0.0 0.0
F -6.29450 -1.97599 3.34070 0.1 0.0 0.1
F -5.25176 -3.87142 3.21092 0.0 0.1 0.1
C -0.08658 1.81405 3.89969 0.1 0.2 -0.4
C -0.72375 2.92863 3.35522 0.0 -0.2 0.0
C -0.76770 4.12112 4.05820 0.0 0.0 0.0
C -0.14395 4.20451 5.29251 0.1 0.0 -0.1
C 0.49398 3.09991 5.84468 -0.1 0.0 0.0
C 0.51734 1.89983 5.15559 0.1 0.0 0.0
C -0.06082 5.52434 6.02907 0.0 0.0 0.0
F -0.61288 5.44548 7.23722 0.0 0.0 0.0
F 1.23470 5.86270 6.18200 -0.1 0.0 0.0
F -0.65946 6.50573 5.34691 0.0 0.0 0.1
H 4.72554 -0.95511 3.27786 0.0 0.0 0.0
H 2.76538 0.23383 2.31691 0.1 0.0 0.0
H 0.22332 -1.63200 5.24045 0.0 0.0 0.0
H 2.18693 -2.80653 6.17642 0.0 0.0 0.0
H -2.72548 1.18315 3.48299 0.0 0.0 0.0
H -4.86236 -0.01324 3.79894 0.0 0.0 0.0
H -2.82579 -3.76446 3.53600 0.0 0.0 0.0
H -0.68360 -2.59305 3.16944 0.0 0.0 0.0
H -1.17970 2.87586 2.37658 0.1 0.1 0.3
H -1.26912 4.98379 3.64124 0.0 0.0 0.0
H 0.97883 3.18651 6.80863 0.0 0.0 0.0
H 1.02189 1.05028 5.59210 0.0 0.0 0.0